Below is 8 unconnected molecules or ions with the total composition C9H32BN10O13S2, with properties calculated with ωB97M-V/def2-TZVPD.

Geometry (Å):
B -0.695943 0.618791 -0.564029
H -1.099847 0.273957 -1.503284
H 0.214492 1.137071 -0.822356
H -1.378797 1.308274 -0.092249
H -0.448420 -0.224727 0.061625
C -1.947290 0.770196 -7.421888
O -1.909987 -0.324994 -6.888720
N -2.963749 1.586655 -7.366189
N -0.929325 1.216072 -8.055647
H -3.781136 1.278187 -6.859413
H -2.716900 2.457513 -7.814253
H -0.071314 0.701523 -7.917233
H -0.916551 2.124276 -8.497345
C 1.534423 -4.522810 -1.590503
O 2.081331 -5.546686 -1.849498
N 1.485342 -3.956139 -0.421297
N 0.748649 -3.836956 -2.405548
H 0.954702 -3.106192 -0.294489
H 2.052591 -4.381904 0.297765
H 0.725518 -4.119342 -3.374998
H 0.420229 -2.900497 -2.217768
C 0.685763 2.309756 4.429464
O 1.144228 2.522950 5.576668
N 1.330594 1.741200 3.409564
N -0.507222 2.564894 4.097987
H 2.042600 1.074970 3.672809
H 0.707111 1.668070 2.618353
H -0.916454 2.143766 3.276229
H -1.070727 3.049346 4.782004
C -5.512990 -1.451103 0.731348
O -6.407253 -2.138741 1.159086
N -4.679383 -1.757605 -0.196980
N -5.278643 -0.272327 1.246749
H -3.781230 -1.297147 -0.159519
H -4.656669 -2.677490 -0.613390
H -4.544684 0.258816 0.800341
H -5.786489 0.060354 2.053914
C -0.246510 5.687581 -2.805991
O -0.216481 6.821292 -3.244306
N 0.806685 5.058438 -2.274261
N -1.128051 4.825386 -3.294979
H 1.687208 5.552941 -2.258771
H 0.689129 4.103496 -1.967070
H -1.979922 5.183858 -3.702306
H -1.216531 3.942245 -2.812966
C 5.953940 0.778652 -1.168929
C 6.738426 1.620095 -0.176415
O 8.002009 1.061023 -0.203636
S 8.423266 0.511524 -1.757069
O 9.094877 -0.798236 -1.745068
O 8.961765 1.505361 -2.720332
O 6.817568 0.318447 -2.154598
H 5.144352 1.399182 -1.553138
H 5.518489 -0.139484 -0.774585
H 6.438877 1.438724 0.855797
H 6.573934 2.669485 -0.421013
C -3.556691 -2.806650 6.386281
C -2.891383 -3.915584 5.481498
O -1.728374 -4.224512 6.186213
S -1.935260 -4.156621 7.830022
O -0.857435 -3.380258 8.431768
O -2.184141 -5.470255 8.396468
O -3.354169 -3.290603 7.636221
H -4.615579 -2.562749 6.300497
H -2.985372 -1.880782 6.319359
H -2.511056 -3.445794 4.574437
H -3.570140 -4.758182 5.349559

Atomic forces in eV per Å
-0.061 -0.036 -0.018
-1.857 -1.488 -3.716
3.839 2.250 -0.896
-2.894 2.757 2.098
0.930 -3.479 2.727
-1.052 -3.444 2.467
-0.398 -1.012 0.507
-1.746 1.637 -0.327
4.544 1.843 -2.821
0.073 0.708 -0.305
-1.604 0.301 0.609
-0.159 0.270 -0.275
0.346 -0.317 0.145
-1.243 0.487 -0.522
1.674 -2.435 -0.788
0.944 0.988 4.162
-1.646 1.041 -3.656
0.375 -0.246 0.488
-0.321 0.475 0.099
-0.005 0.080 0.229
0.147 -0.211 0.013
4.302 -0.688 3.931
-0.196 -0.184 -1.524
1.457 -0.515 -0.749
-6.124 1.956 -0.662
-0.155 0.066 -0.636
1.113 -0.907 -0.532
-0.302 0.395 0.317
-0.125 -0.186 -0.368
-2.279 -0.678 2.324
-1.730 -1.656 0.277
3.531 -1.597 -3.772
1.014 3.519 1.110
0.045 -0.095 -0.437
-0.302 0.203 0.291
-0.271 0.523 0.611
0.202 -0.135 -0.446
1.547 0.738 -2.960
-0.016 1.554 0.874
1.108 -0.228 1.654
-2.896 -2.093 0.080
-0.325 -0.306 0.342
0.590 0.183 0.043
0.210 0.104 0.275
-0.244 -0.136 -0.233
-1.780 -0.412 0.892
-1.581 -0.702 0.409
3.438 -0.489 -2.041
-0.390 -0.361 -2.318
-1.599 3.036 0.907
-1.220 -1.822 3.143
2.596 0.286 -0.903
0.108 -0.203 -0.545
-0.183 0.262 0.619
-0.448 0.195 -0.116
1.025 0.201 -0.047
0.910 0.382 -2.065
-1.213 2.079 -0.176
1.094 -0.763 2.294
0.425 0.131 -0.336
-2.173 -0.953 -1.403
-0.237 2.062 -1.066
1.381 -2.140 4.140
0.047 -0.483 -0.430
0.008 0.224 -0.540
-0.500 -0.419 -0.287
0.256 -0.118 -0.162

LUMO, eV: 1.84
ΔE to the lowest compared entry with this formula, charge and spin, kcal/mol: 0.0
Highest occupied orbital energy, eV: -6.52
E, a.u.: -2709.0177
Charge: -1

***

Below is 2 unconnected molecules or ions with the total composition C3H10NO2, with properties calculated with ωB97M-V/def2-TZVPD.

Geometry (Å):
C 0.267834 -1.230423 -0.089237
O 0.731754 -0.930154 1.148170
C 0.163607 -0.001903 -1.047967
C -0.893198 1.007419 -0.620769
N 1.470203 0.710879 -1.057087
H -0.734611 -1.728130 -0.086431
H 0.948435 -1.940647 -0.622332
H -0.051845 -0.272876 -2.081676
H -0.608117 1.426896 0.352086
H -0.813099 1.827487 -1.344886
H -1.908052 0.647879 -0.576444
H 1.733193 0.716647 -0.072246
H 2.110001 0.094221 -1.545195
H -0.104368 -0.152992 2.081614
H -1.291762 -0.431509 3.090483
O -1.019976 0.257206 2.471917

Atomic forces in eV per Å
-0.298 -0.015 -0.454
0.662 0.213 0.146
0.196 0.277 0.696
1.023 0.842 -0.028
-0.614 -0.022 -0.317
0.034 0.063 0.005
-0.054 -0.080 0.035
0.002 -0.485 -0.148
-0.286 -0.218 -0.094
-0.303 0.046 0.065
-0.294 -0.360 0.054
0.235 -0.167 -0.005
0.282 0.002 0.237
-1.365 -0.013 -0.644
-0.018 0.162 -0.103
0.799 -0.244 0.555

LUMO, eV: 4.44
ΔE to the lowest compared entry with this formula, charge and spin, kcal/mol: 4.5
Highest occupied orbital energy, eV: -3.35
E, a.u.: -325.5475
Charge: -1